[1]
ORCA calculation (wB97M-V/def2-TZVPD) on C5H8N2 in the gas phase.

CARTESIAN COORDINATES (ANGSTROEM)
C (0.98, 0.81, -1.44)
N (0.42, 0.41, -0.17)
C (0.58, 1.06, 1.03)
C (-0.12, 0.37, 1.99)
C (-0.72, -0.74, 1.35)
C (-0.40, -0.69, 0.02)
N (-0.97, -1.36, -1.10)
H (0.49, 0.18, -2.19)
H (0.77, 1.86, -1.64)
H (2.06, 0.65, -1.48)
H (1.14, 1.99, 1.10)
H (-0.26, 0.67, 3.03)
H (-1.35, -1.51, 1.78)
H (-0.64, -2.30, -1.30)
H (-1.98, -1.40, -0.99)

Relative energy (zero: lowest compared OMol25 entry of this formula, charge and spin)   10.2 kcal per mole
E_LUMO   1.01 eV
Charge   0
Kohn-Sham gap   8.96 eV
Structure (SMILES)   Cn1cccc1N

***

[2]
ORCA calculation (wB97M-V/def2-TZVPD) on C5H8N2 in the gas phase at a distorted geometry.

CARTESIAN COORDINATES (ANGSTROEM)
C (0.31, -1.65, 1.06)
C (-0.25, -0.77, -0.14)
C (-1.66, -1.08, -0.40)
N (-2.73, -1.41, -0.73)
N (-0.18, 0.63, 0.24)
C (-0.26, 1.76, -0.73)
C (0.96, 1.53, -0.02)
H (0.52, -2.68, 0.86)
H (-0.47, -1.75, 1.87)
H (1.31, -1.18, 1.18)
H (0.33, -0.88, -1.10)
H (-0.83, 2.66, -0.53)
H (-0.21, 1.64, -1.89)
H (1.88, 1.12, -0.52)
H (1.29, 2.07, 0.85)

Relative energy (zero: lowest compared OMol25 entry of this formula, charge and spin)   60.1 kcal per mole
E_LUMO   0.91 eV
Charge   0
Kohn-Sham gap   10.57 eV
Structure (SMILES)   C[C@@H](C#N)N1CC1

***

[3]
ORCA calculation (wB97M-V/def2-TZVPD) on 2 unconnected molecules or ions with the total composition C5H8N2 at a distorted geometry.

CARTESIAN COORDINATES (ANGSTROEM)
H (-0.02, 1.75, 0.35)
N (1.01, 1.39, -0.01)
C (1.02, 0.18, -0.29)
C (2.27, -0.62, -0.52)
C (-0.23, -0.68, -0.37)
C (-0.90, -1.48, -0.99)
H (2.32, -1.45, 0.19)
H (3.14, 0.02, -0.38)
H (2.24, -1.05, -1.52)
H (-1.62, -2.13, -1.42)
C (-1.74, 0.43, 1.13)
N (-1.50, 1.66, 0.83)
H (-2.66, -0.09, 0.88)
H (-1.16, 0.01, 1.94)
H (-2.16, 2.05, 0.16)

Relative energy (zero: lowest compared OMol25 entry of this formula, charge and spin)   97.6 kcal per mole
E_LUMO   0.59 eV
Charge   0
Kohn-Sham gap   9.53 eV
Structure (SMILES)   [H]/N=C(/C)C#C.C=N

***

[4]
ORCA calculation (wB97M-V/def2-TZVPD) on a molecular structure, C5H8N2 at a distorted geometry.

CARTESIAN COORDINATES (ANGSTROEM)
C (-2.44, -0.27, -0.26)
N (-1.19, -0.06, 0.38)
C (-0.10, -0.83, 0.08)
C (0.93, 0.03, 0.17)
C (2.35, -0.30, -0.05)
C (0.32, 1.30, 0.44)
N (-0.98, 1.22, 0.73)
H (-1.98, 0.59, -1.31)
H (-3.17, 0.41, 0.20)
H (-2.61, -1.32, -0.50)
H (-0.17, -1.87, -0.19)
H (2.77, 0.31, -0.86)
H (2.51, -1.35, -0.32)
H (2.94, -0.09, 0.85)
H (0.82, 2.23, 0.66)

Relative energy (zero: lowest compared OMol25 entry of this formula, charge and spin)   62.8 kcal per mole
E_LUMO   0.94 eV
Charge   0
Kohn-Sham gap   9.47 eV

***

[5]
ORCA calculation (wB97M-V/def2-TZVPD) on C5H8N2 in the gas phase.

CARTESIAN COORDINATES (ANGSTROEM)
C (-1.34, 0.32, 0.73)
C (-1.15, -0.51, -1.24)
N (0.02, -0.12, -0.37)
C (1.03, -0.91, 0.22)
C (2.02, -0.06, 0.57)
N (1.76, 1.24, 0.12)
C (0.60, 1.16, -0.45)
H (-1.91, 1.17, 0.39)
H (-1.95, -0.55, 0.94)
H (-0.68, 0.56, 1.58)
H (-0.82, -0.51, -2.28)
H (-1.43, -1.52, -0.93)
H (0.88, -1.97, 0.36)
H (2.93, -0.27, 1.12)
H (0.05, 1.96, -0.93)

Relative energy (zero: lowest compared OMol25 entry of this formula, charge and spin)   134.8 kcal per mole
E_LUMO (spin up / spin down)   -0.09 / -0.09 eV
Charge   0
Kohn-Sham gap (spin up / spin down)   6.90 / 6.91 eV

***

[6]
ORCA calculation (wB97M-V/def2-TZVPD) on C5H8N2 in the gas phase at a distorted geometry.

CARTESIAN COORDINATES (ANGSTROEM)
C (1.26, -1.60, -0.10)
C (0.04, -0.75, 0.19)
C (-0.26, -0.10, 1.49)
N (0.18, 0.67, 0.34)
C (-0.79, 1.49, -0.33)
C (-0.43, 1.72, -1.73)
N (-0.18, 1.86, -2.85)
H (2.12, -1.27, 0.48)
H (1.52, -1.53, -1.16)
H (1.05, -2.64, 0.14)
H (-0.92, -1.01, -0.41)
H (-1.31, -0.05, 1.78)
H (0.43, -0.11, 2.33)
H (-1.79, 0.87, -0.36)
H (-0.90, 2.45, 0.18)

Relative energy (zero: lowest compared OMol25 entry of this formula, charge and spin)   43.3 kcal per mole
E_LUMO   0.93 eV
Charge   0
Kohn-Sham gap   10.75 eV
Structure (SMILES)   C[C@H]1CN1CC#N

***

[7]
ORCA calculation (wB97M-V/def2-TZVPD) on a molecular structure, C5H8N2 at a distorted geometry.

CARTESIAN COORDINATES (ANGSTROEM)
C (2.24, 1.14, 0.36)
C (1.65, -0.24, 0.05)
C (0.13, -0.35, -0.15)
C (-0.73, -0.42, 1.07)
N (-2.07, -0.18, 0.45)
C (-1.68, -0.18, -0.79)
N (-0.37, 0.02, -1.31)
H (3.32, 1.00, 0.30)
H (1.93, 1.90, -0.33)
H (2.02, 1.57, 1.33)
H (2.11, -0.74, -0.80)
H (1.92, -0.98, 0.82)
H (-0.80, -1.43, 1.51)
H (-0.50, 0.43, 1.81)
H (-2.37, -0.37, -1.61)

Relative energy (zero: lowest compared OMol25 entry of this formula, charge and spin)   49.4 kcal per mole
E_LUMO   0.60 eV
Charge   0
Kohn-Sham gap   10.45 eV

***

[8]
ORCA calculation (wB97M-V/def2-TZVPD) on C5H8N2 in the gas phase at a distorted geometry.

CARTESIAN COORDINATES (ANGSTROEM)
C (1.70, 0.35, -0.45)
C (0.23, 0.06, -0.37)
C (-0.73, 1.17, -0.74)
N (-0.26, -1.32, -0.71)
C (-0.14, -0.91, 0.63)
C (-0.58, -1.17, 1.81)
N (-1.46, -1.17, 2.68)
H (1.92, 1.28, 0.10)
H (2.02, 0.46, -1.49)
H (2.25, -0.46, 0.03)
H (-0.55, 1.47, -1.78)
H (-1.78, 0.84, -0.67)
H (-0.60, 2.05, -0.10)
H (0.47, -1.97, -0.98)
H (-2.20, -0.75, 2.10)

Relative energy (zero: lowest compared OMol25 entry of this formula, charge and spin)   84.2 kcal per mole
E_LUMO   0.81 eV
Charge   0
Kohn-Sham gap   9.24 eV
Structure (SMILES)   CC1(C)NC1=C=N

***

Please write out number 2 again, unchanged.
ORCA calculation (wB97M-V/def2-TZVPD) on C5H8N2 in the gas phase at a distorted geometry.

CARTESIAN COORDINATES (ANGSTROEM)
C (0.31, -1.65, 1.06)
C (-0.25, -0.77, -0.14)
C (-1.66, -1.08, -0.40)
N (-2.73, -1.41, -0.73)
N (-0.18, 0.63, 0.24)
C (-0.26, 1.76, -0.73)
C (0.96, 1.53, -0.02)
H (0.52, -2.68, 0.86)
H (-0.47, -1.75, 1.87)
H (1.31, -1.18, 1.18)
H (0.33, -0.88, -1.10)
H (-0.83, 2.66, -0.53)
H (-0.21, 1.64, -1.89)
H (1.88, 1.12, -0.52)
H (1.29, 2.07, 0.85)

Relative energy (zero: lowest compared OMol25 entry of this formula, charge and spin)   60.1 kcal per mole
E_LUMO   0.91 eV
Charge   0
Kohn-Sham gap   10.57 eV
Structure (SMILES)   C[C@@H](C#N)N1CC1

***

Copy entry 6 word for word.
ORCA calculation (wB97M-V/def2-TZVPD) on C5H8N2 in the gas phase at a distorted geometry.

CARTESIAN COORDINATES (ANGSTROEM)
C (1.26, -1.60, -0.10)
C (0.04, -0.75, 0.19)
C (-0.26, -0.10, 1.49)
N (0.18, 0.67, 0.34)
C (-0.79, 1.49, -0.33)
C (-0.43, 1.72, -1.73)
N (-0.18, 1.86, -2.85)
H (2.12, -1.27, 0.48)
H (1.52, -1.53, -1.16)
H (1.05, -2.64, 0.14)
H (-0.92, -1.01, -0.41)
H (-1.31, -0.05, 1.78)
H (0.43, -0.11, 2.33)
H (-1.79, 0.87, -0.36)
H (-0.90, 2.45, 0.18)

Relative energy (zero: lowest compared OMol25 entry of this formula, charge and spin)   43.3 kcal per mole
E_LUMO   0.93 eV
Charge   0
Kohn-Sham gap   10.75 eV
Structure (SMILES)   C[C@H]1CN1CC#N